# 1
This record from the Open Molecules 2025 dataset describes a 10-piece molecular cluster, C24H46Cl16N2 overall at a distorted geometry. The level of theory is ωB97M-V with the def2-TZVPD basis set.

Values from the calculation:
Charge ... 0
SMILES ... CCCC#N.CCCC#N.ClCCCl.ClCCCl.ClCCCl.ClCCCl.ClCCCl.ClCCCl.ClCCCl.ClCCCl
LUMO level ... 0.0117 hartree
Relative energy (zero: lowest compared OMol25 entry of this formula, charge and spin) ... 1.583 eV
2S+1 ... 1
Gap between HOMO and LUMO ... 10.8836 eV

Geometry as XYZ:
```
88
C24H46Cl16N2 ωB97M-V with the def2-TZVPD basis set
C 1.168 2.150 -0.431
C 0.177 1.016 -0.549
C 0.953 -0.294 -0.642
C 0.050 -1.511 -0.649
N -0.596 -2.465 -0.545
H 1.814 1.927 0.418
H 0.483 2.982 -0.263
H 1.824 2.504 -1.227
H -0.397 1.067 -1.474
H -0.521 1.087 0.285
H 1.649 -0.471 0.178
H 1.544 -0.431 -1.547
C 0.013 -3.374 3.612
C 0.169 -4.567 2.682
C 1.616 -4.863 2.187
C 2.273 -3.856 1.368
N 2.870 -3.088 0.654
H 0.398 -3.550 4.616
H -1.041 -3.113 3.707
H 0.519 -2.539 3.129
H -0.299 -4.319 1.729
H -0.289 -5.460 3.107
H 1.597 -5.685 1.472
H 2.237 -5.186 3.023
Cl 7.040 2.050 -3.597
C 5.576 2.206 -4.720
C 4.404 1.443 -4.086
Cl 4.147 2.070 -2.361
H 5.897 1.892 -5.713
H 5.384 3.278 -4.764
H 4.406 0.353 -4.084
H 3.474 1.770 -4.549
Cl 1.894 0.687 3.058
C 1.890 2.408 3.234
C 3.258 3.000 3.124
Cl 4.247 2.768 4.609
H 1.418 2.714 4.167
H 1.164 2.700 2.476
H 3.263 4.066 2.898
H 3.799 2.469 2.340
Cl -2.625 -5.700 0.570
C -3.074 -4.028 0.764
C -3.608 -3.409 -0.606
Cl -5.177 -4.092 -0.997
H -2.287 -3.501 1.303
H -3.938 -3.979 1.426
H -3.006 -3.537 -1.505
H -3.638 -2.327 -0.476
Cl 0.071 -0.148 -3.865
C -0.684 -1.370 -4.887
C -2.100 -1.713 -4.292
Cl -3.099 -0.231 -4.237
H 0.000 -2.219 -4.865
H -0.775 -0.920 -5.876
H -1.904 -2.213 -3.343
H -2.578 -2.431 -4.958
Cl -3.445 -1.148 2.744
C -2.887 -0.151 4.086
C -2.045 0.981 3.579
Cl -1.327 1.893 4.854
H -2.462 -0.825 4.829
H -3.823 0.256 4.470
H -2.668 1.696 3.041
H -1.363 0.616 2.810
Cl -0.165 8.299 0.166
C 0.365 7.903 1.787
C 0.234 6.405 2.132
Cl 1.256 5.421 0.997
H -0.312 8.485 2.412
H 1.392 8.264 1.843
H -0.747 5.953 1.991
H 0.565 6.057 3.110
Cl 1.844 -6.962 -2.136
C 0.509 -5.869 -1.613
C -0.587 -5.615 -2.617
Cl 0.003 -4.939 -4.188
H 1.047 -4.933 -1.465
H 0.139 -6.287 -0.676
H -1.266 -4.869 -2.204
H -1.103 -6.555 -2.811
Cl -3.401 5.673 0.558
C -2.671 4.925 -0.919
C -3.423 3.661 -1.346
Cl -2.880 2.362 -0.282
H -1.633 4.648 -0.733
H -2.599 5.622 -1.754
H -3.090 3.285 -2.314
H -4.510 3.737 -1.379
```

# 2
This record from the Open Molecules 2025 dataset describes C24H46IrN2O7PS3Si3 as an isolated structure at a distorted geometry. The level of theory is ωB97M-V with the def2-TZVPD basis set.

Values from the calculation:
Charge ... +1
LUMO level (alpha / beta) ... -0.1742 / -0.1742 hartree
Relative energy (zero: lowest compared OMol25 entry of this formula, charge and spin) ... 0.980 eV
2S+1 ... 2
Gap between HOMO and LUMO (alpha / beta) ... 5.6726 / 5.8831 eV

Geometry as XYZ:
```
87
C24H46IrN2O7PS3Si3 ωB97M-V with the def2-TZVPD basis set
Ir 0.269 0.073 0.084
O 3.316 -1.476 2.536
C 2.267 -0.991 1.923
O 2.187 -0.915 0.709
C 1.153 -0.569 2.795
C 1.146 -0.649 4.174
C -0.023 -0.331 4.850
C -1.146 -0.004 4.107
C -1.045 0.069 2.730
N 0.102 -0.155 2.101
C -2.140 0.340 1.763
O -3.369 0.540 2.154
O -1.887 0.379 0.570
H 3.984 -1.731 1.874
H 2.037 -0.980 4.690
H -0.069 -0.377 5.929
H -2.085 0.173 4.616
H -3.517 0.392 3.097
C 0.011 -0.820 -3.062
O 0.369 0.154 -2.062
Si 0.599 1.824 -2.313
C -0.859 2.604 -3.164
C 2.085 2.082 -3.404
C 0.743 2.085 -0.449
Si 2.548 2.389 0.074
C 3.715 1.123 -0.699
C 2.731 2.379 1.951
C 3.134 4.079 -0.509
Si -0.465 3.386 0.241
C 0.045 5.089 -0.375
C -2.245 3.128 -0.326
C -0.416 3.410 2.127
H 0.465 -0.529 -4.010
H -1.071 -0.857 -3.174
H 0.385 -1.793 -2.760
H -0.753 2.510 -4.247
H -0.927 3.670 -2.932
H -1.802 2.137 -2.877
H 1.780 2.038 -4.453
H 2.848 1.320 -3.246
H 2.545 3.059 -3.245
H 3.221 0.196 -0.990
H 4.506 0.861 0.010
H 4.194 1.542 -1.583
H 2.043 1.694 2.449
H 2.555 3.373 2.365
H 3.750 2.088 2.224
H 2.745 4.353 -1.490
H 4.226 4.077 -0.576
H 2.854 4.866 0.192
H 0.476 5.064 -1.378
H 0.771 5.563 0.287
H -0.836 5.736 -0.409
H -2.493 3.806 -1.143
H -2.933 3.338 0.498
H -2.450 2.113 -0.658
H 0.376 4.062 2.497
H -0.251 2.422 2.560
H -1.365 3.792 2.516
S -2.636 -2.079 -1.326
C -3.669 -2.297 -0.042
N -4.356 -2.481 0.875
C -1.738 -5.868 -1.485
C -1.590 -5.528 -0.017
C -2.037 -6.647 0.898
O -0.182 -5.284 0.307
P 0.629 -3.967 -0.023
S 1.367 -3.828 -1.809
S -0.616 -2.402 0.506
O 1.826 -4.034 1.026
C 1.845 -4.623 2.363
C 0.614 -4.283 3.185
C 2.083 -6.117 2.270
H -2.785 -6.083 -1.704
H -1.133 -6.741 -1.732
H -1.415 -5.036 -2.109
H -2.152 -4.622 0.215
H -1.465 -7.553 0.693
H -3.096 -6.850 0.737
H -1.894 -6.368 1.943
H 2.719 -4.153 2.816
H -0.272 -4.772 2.781
H 0.433 -3.208 3.204
H 0.764 -4.633 4.208
H 1.198 -6.629 1.896
H 2.323 -6.504 3.262
H 2.917 -6.328 1.601
```